The following is a quantum chemistry calculation of one molecule with the formula C18H14N4O4 in a non-equilibrium geometry, from the OMol25 dataset.

```
40
Properties=species:S:1:pos:R:3:forces:R:3
O -2.929052 -3.316376 -1.920461 0.208 -0.700 0.485
O 4.614271 -3.740428 1.893526 -0.006 1.179 0.200
O -0.859422 -3.163199 -0.843743 -0.962 -0.053 0.043
O 5.331683 -2.630685 3.597696 -0.570 0.557 -0.833
N 4.730325 -2.686766 2.525399 0.738 -2.297 0.996
N -3.799469 1.394137 -1.376075 -1.570 1.987 -0.378
N -0.102540 1.947557 0.455729 4.487 -0.177 -1.793
N 0.918917 1.621505 -0.288559 -3.280 0.811 1.566
C -3.488652 -0.894118 -1.709110 -0.337 -1.965 -0.083
C 3.676734 -1.470475 0.664375 -0.039 0.407 -0.353
C 2.893979 0.831886 0.875594 0.492 -0.735 1.490
C -1.513454 -1.963035 -0.859606 2.184 2.713 1.676
C -3.051122 0.332013 -1.182609 1.302 -0.501 0.199
C -2.724748 -2.038482 -1.499027 -1.255 1.294 -0.785
C 3.264341 0.809488 2.247864 0.407 -1.227 -0.941
C 4.110608 -1.517027 1.999813 -1.468 2.646 -1.645
C -1.016470 -0.742182 -0.349582 -0.532 -2.431 -0.824
C -1.342831 1.703533 -0.145355 -1.779 0.331 -0.644
C 3.097205 -0.300492 0.117065 0.571 -1.661 0.543
C -3.421369 2.591141 -0.955083 -0.865 -0.821 -0.183
C 3.880593 -0.359849 2.771317 -0.272 0.180 0.081
C -1.760013 -4.070069 -1.502262 0.720 -0.136 -0.989
C -4.332987 3.759268 -1.152966 -0.433 -0.054 -0.035
C 2.239918 2.001275 0.254979 -0.619 1.319 0.459
C -1.794897 0.425970 -0.538017 1.030 -0.645 0.249
C -2.211379 2.786943 -0.324077 2.359 -0.842 1.049
H -4.537907 4.259043 -0.192050 -0.062 -0.246 -0.306
H -0.047775 -0.759906 0.130125 -0.046 0.220 -0.013
H -3.789666 4.479677 -1.760084 -0.251 0.228 -0.243
H 3.070125 1.710310 2.832354 0.176 -0.501 0.143
H -1.857633 3.734175 0.066647 -0.299 0.167 -0.217
H 2.116189 2.812357 0.993521 0.049 -0.239 -0.242
H 2.770570 -0.354888 -0.912913 0.043 0.172 -0.040
H 2.874405 2.375196 -0.572794 -0.599 -0.199 0.199
H 4.139770 -0.450814 3.816010 0.101 0.352 0.110
H -4.449879 -0.904919 -2.228620 0.389 -0.115 0.168
H 3.789796 -2.308702 -0.016233 0.108 -0.068 0.385
H -1.237596 -4.401757 -2.426586 -0.452 -0.038 0.522
H -5.277133 3.440827 -1.639977 0.649 0.304 0.298
H -1.973433 -4.942131 -0.846226 -0.316 0.784 -0.317
```
Forces are in eV/Å.

Energy above the lowest of the compared OMol25 structures with the same formula, charge and spin = 66.03 kcal per mole
Charge = 0
Lowest unoccupied orbital energy = -0.9 eV

---

The following is a quantum chemistry calculation of C18H14N5O2S2SeV as an isolated structure in a non-equilibrium geometry, from the OMol25 dataset.

```
43
Properties=species:S:1:pos:R:3:forces:R:3
Se 2.343659 3.483128 -1.058041 0.662 1.133 -0.501
V -0.786053 0.363505 0.455279 0.332 1.025 1.197
S -0.388364 -1.604586 -3.496286 -0.081 0.317 0.285
S -1.740246 2.716761 1.315407 -0.580 -0.283 -1.019
O 1.011580 -0.232871 2.449225 -0.245 0.130 -0.409
O 1.728057 -1.501821 4.130214 -0.149 -0.129 0.021
N -3.657904 -0.174996 1.333577 -0.636 0.080 0.214
N -0.897618 -0.068941 -1.474352 -0.396 -0.982 -0.537
N 0.167513 2.449520 3.336600 0.013 -0.066 0.091
N 0.904503 1.219197 0.034093 1.096 0.767 -0.341
N 2.886502 1.472916 2.599447 0.256 0.439 0.214
C -0.652406 0.100705 -3.782892 -0.007 -0.202 0.476
C 1.891053 -0.584972 3.368622 0.567 0.047 0.398
C -1.127370 2.805466 -3.746000 -0.033 0.108 0.020
C -2.551347 0.048379 0.973276 -1.726 -0.526 0.066
C -0.570754 -2.262944 -0.724381 0.059 -0.519 0.956
C -0.621487 2.524361 2.487231 0.771 0.416 1.036
C -1.175384 2.118117 -2.552237 -0.011 -0.115 0.185
C -0.638860 -1.324493 -1.784430 -0.054 0.827 -1.009
C -0.839361 2.160129 -4.946198 -0.041 -0.154 -0.093
C -0.376440 -4.428205 0.271809 0.096 -0.136 0.062
C 1.458257 2.154711 -0.398929 -0.089 -0.911 0.318
C -0.717456 -1.634273 0.535032 0.052 -1.098 -0.022
C -0.716189 -2.465608 1.648448 -0.115 -0.353 0.220
C -0.531772 -3.831147 1.522476 -0.085 0.050 0.139
C -0.604931 0.796454 -4.976190 -0.011 0.098 -0.055
C -0.921029 0.747955 -2.559984 0.060 0.420 -1.334
C -0.397113 -3.646153 -0.860412 -0.118 0.296 -0.144
C 3.157055 0.275483 3.364480 -0.043 -0.044 0.035
H 3.934818 -0.310949 2.862165 -0.066 0.024 0.058
H 1.388422 0.530573 1.935582 0.173 -0.171 0.223
H 2.193075 2.055239 3.075193 0.157 -0.013 -0.126
H -4.572764 0.165660 1.554028 0.256 -0.190 -0.027
H -0.503651 -4.443474 2.412072 0.003 -0.107 0.095
H -0.380869 0.282936 -5.897755 0.010 -0.014 -0.154
H -1.306486 3.869250 -3.749701 -0.013 0.120 0.022
H 3.484579 0.427445 4.405026 -0.212 -0.109 -0.167
H -0.845566 -2.031638 2.634971 0.087 -0.102 -0.048
H -0.811903 2.725415 -5.866366 0.040 0.048 -0.054
H -1.396747 2.614934 -1.613917 0.085 0.033 -0.048
H -0.304853 -4.085787 -1.845527 0.071 -0.079 -0.069
H 3.717509 2.024499 2.424356 -0.117 -0.096 -0.112
H -0.231662 -5.499877 0.204992 -0.015 0.017 -0.064
```
Forces are in eV/Å.

Energy above the lowest of the compared OMol25 structures with the same formula, charge and spin = 26.19 kcal per mole
Charge = -1
Lowest unoccupied orbital energy (alpha / beta) = 2.4 / 2.3 eV
Expectation value of S² = 0.777
Spin multiplicity = 2

---

The following is a quantum chemistry calculation of C18H15As4CuF24N3O6 as an isolated structure in a non-equilibrium geometry, from the OMol25 dataset.

```
71
Properties=species:S:1:pos:R:3:forces:R:3
As 2.411111 -4.167320 -1.455971 -0.108 0.568 0.007
As 0.556285 -0.210731 -4.297288 0.913 -0.494 -0.630
As 5.026617 -0.684681 1.385497 -0.587 -0.551 0.123
As 2.624301 3.402702 -1.432259 1.660 -0.155 -0.976
Cu 1.424060 -0.229941 -0.262053 0.409 -0.293 -0.298
F 1.816157 4.224175 -0.118149 -0.219 -0.281 -0.074
F 6.598521 -0.653730 2.168090 -0.245 0.063 0.090
F 1.443945 -1.692417 -4.525711 -0.460 0.608 -0.150
F 1.994603 0.685710 -4.732757 -0.654 -0.248 0.537
F 4.457171 -1.940269 2.463926 0.198 0.402 -0.162
F 2.428283 -2.499566 -1.942421 -0.220 -0.164 0.518
F 5.613226 -1.926646 0.319509 -0.353 0.406 0.136
F 3.389273 -0.639320 0.626586 0.844 -0.206 0.131
F 3.482634 2.656848 -2.761016 -0.240 0.200 0.650
F 0.646928 -4.278021 -1.610710 0.367 0.253 -0.035
F -0.890840 -1.223978 -4.009180 0.203 0.829 0.167
F 2.192114 -3.692060 0.228912 0.240 -0.284 -0.770
F 4.062303 3.178742 -0.414442 -1.049 0.568 -0.602
F 5.538236 0.524929 0.274847 -0.066 0.101 0.238
F 2.066006 1.829365 -0.852977 -0.237 0.412 0.006
F -0.324302 1.281969 -4.021905 -0.118 -0.543 0.079
F 4.434575 0.503560 2.555796 0.262 -0.174 -0.453
F 0.066455 -0.115918 -5.975440 -0.094 -0.239 -0.016
F 4.155236 -4.160572 -1.298018 -0.663 -0.219 0.043
F 2.345217 -5.851224 -0.976775 0.323 -0.059 -0.169
F 0.922248 -0.251198 -2.583909 -0.185 0.140 -0.076
F 3.160851 4.993435 -2.010486 0.021 -0.460 0.446
F 1.250207 3.547624 -2.495608 -0.081 -0.007 0.759
F 2.566288 -4.563371 -3.162427 -0.039 -0.449 0.550
O 1.409989 0.345255 2.089573 -0.945 -0.662 -0.015
O -2.221679 1.319775 1.147093 0.038 0.538 0.124
O -0.214209 -3.341879 1.883901 -0.600 -0.510 0.229
O -0.197684 -2.127986 0.125705 0.126 0.409 -0.408
O -0.828452 1.215130 -0.499904 1.012 0.359 0.103
O 1.681071 -0.193853 4.170129 -0.738 -0.501 0.038
N -1.928995 1.295891 -0.037916 -0.869 -1.331 -0.241
N -0.758005 -2.841006 0.928701 0.939 1.110 -0.217
N 1.401294 0.571947 3.276557 1.873 1.240 -0.202
C -2.199987 -2.949147 0.733382 -1.776 -0.312 1.103
C -4.326604 -3.768509 1.541076 0.973 0.047 0.195
C 0.950889 2.943614 2.687499 -0.441 -1.154 -0.562
C 1.701244 3.771440 5.229848 -0.971 -0.712 -0.232
C 1.653059 2.414047 4.924065 0.933 0.031 -0.393
C 1.238856 4.699078 4.291096 1.087 -0.212 0.049
C -3.028594 1.139569 -1.010770 -0.195 -0.306 -0.487
C -2.951439 -3.595667 1.721015 1.075 -0.285 -1.091
C -4.298383 1.525477 -0.687674 -1.093 1.215 0.727
C -5.090062 0.721883 -2.793606 0.689 0.493 -0.864
C -3.770155 0.441846 -3.183110 -0.594 -0.923 1.006
C -4.906213 -3.234991 0.402812 -0.360 0.879 -0.165
C 0.933932 4.284304 2.991534 -0.811 0.606 1.249
C -2.772687 0.549222 -2.234256 1.094 0.523 -0.471
C -4.194335 -2.392158 -0.468012 -0.738 -1.446 0.763
C -5.352279 1.361424 -1.585226 0.461 -0.899 -0.676
C -2.836883 -2.283077 -0.295963 1.018 0.594 -0.895
C 1.363308 2.010534 3.623190 -0.659 0.733 1.098
H -2.235806 -1.702506 -0.984845 0.042 -0.113 -0.018
H -5.896704 0.540410 -3.494598 -0.051 0.057 0.007
H 0.485677 5.029496 2.349696 0.288 -0.235 -0.476
H 1.979131 1.725131 5.689346 -0.105 -0.312 -0.228
H -4.450248 2.061664 0.242132 -0.047 -0.203 0.081
H -2.293639 -4.042232 2.459008 -0.669 -0.081 0.511
H -4.770849 -1.969183 -1.277598 0.469 0.338 -0.196
H 1.980358 3.955139 6.259075 -0.019 0.729 -0.094
H 0.515255 2.529513 1.785221 0.456 0.373 -0.345
H -1.776637 0.238815 -2.535842 -0.026 0.121 0.308
H -6.384107 1.656608 -1.455981 0.119 0.194 0.713
H -3.457213 -0.033654 -4.103030 -0.396 0.116 -0.217
H -4.867258 -4.310154 2.304423 -0.257 -0.095 -0.194
H 1.214766 5.753017 4.538546 -0.081 0.032 0.003
H -5.957429 -3.362325 0.170053 -0.070 -0.164 0.314
```
Forces are in eV/Å.

Energy above the lowest of the compared OMol25 structures with the same formula, charge and spin = 0.00 kcal per mole
Charge = -3
Lowest unoccupied orbital energy = 5.1 eV

---

The following is a quantum chemistry calculation of C18H15BrN8O4RuS as an isolated structure, from the OMol25 dataset.

```
48
Properties=species:S:1:pos:R:3:forces:R:3
Ru 1.289514 -0.076401 0.040349 0.034 -0.282 -0.204
Br 0.626415 3.516783 -1.607238 0.000 0.012 0.010
S 3.391836 -0.037219 -1.366513 0.045 0.000 -0.006
O 3.311766 1.116797 3.557730 -0.016 -0.001 0.014
O 0.356633 -1.370365 1.398032 -0.044 0.033 -0.026
O -0.781773 1.185016 0.570107 0.011 -0.045 0.039
O 2.722220 0.097581 1.648648 -0.154 0.101 0.185
N 3.850277 -1.558850 -3.480296 -0.019 0.008 -0.007
N 2.136334 -2.314475 -2.207158 -0.012 0.019 0.010
N -2.468802 -0.112533 -0.213752 -0.003 -0.004 -0.004
N 0.184618 0.205590 -1.988834 -0.023 0.196 0.116
N 1.358615 -2.159221 -1.079748 0.053 -0.010 -0.031
N -1.573160 0.728209 -3.627488 0.013 0.091 0.059
N -3.953635 0.555572 -2.957830 -0.001 0.044 0.008
N 1.715343 2.381345 0.669136 0.038 -0.003 0.006
C 1.154402 4.690256 0.905365 0.007 -0.006 0.004
C 3.034072 -1.397243 -2.379030 0.019 0.001 0.006
C 1.629705 4.682595 2.205964 0.001 -0.004 -0.001
C -0.666772 0.455146 -2.740350 -0.066 -0.164 -0.036
C 0.496287 -3.096084 -0.930498 -0.003 0.005 0.025
C 2.191557 2.387254 1.919150 -0.028 0.002 0.004
C -2.344206 -3.625562 2.164668 -0.004 -0.012 -0.009
C -1.928450 1.063763 0.130552 0.000 0.040 0.020
C 2.793388 1.085257 2.451794 0.092 0.035 -0.097
C -1.412074 -4.253790 0.057922 0.014 0.003 -0.001
C -0.473319 -2.358940 1.267098 0.009 -0.013 0.017
C -2.822349 2.268438 -0.007182 -0.004 -0.013 -0.015
C -1.431553 -2.603818 2.278574 0.006 0.005 -0.010
C -0.470437 -3.216051 0.139459 0.001 -0.007 -0.016
C -2.830469 0.632692 -3.248992 0.009 -0.060 -0.029
C 1.229698 3.507853 0.187101 0.011 0.011 -0.034
C 2.167827 3.516676 2.720068 -0.007 0.005 -0.004
C -2.348398 -4.465106 1.044344 -0.004 0.004 0.011
H -1.905208 -0.948901 -0.164217 0.013 0.009 0.002
H 3.470324 -2.176613 -4.181016 0.003 -0.002 -0.002
H -2.208242 3.130126 -0.258537 0.001 0.001 -0.003
H 2.572489 3.438454 3.718167 0.000 0.001 0.000
H 0.740119 5.576193 0.448200 0.001 0.001 0.000
H -3.303832 2.452435 0.954884 0.008 -0.001 0.002
H 0.488248 -3.876831 -1.691572 -0.008 0.000 -0.003
H -3.588720 2.117515 -0.766534 -0.001 0.001 -0.004
H -1.388551 -4.897635 -0.814909 -0.001 0.000 0.000
H -3.070772 -5.265442 0.956599 -0.001 0.000 0.001
H -3.071512 -3.779016 2.953497 0.000 -0.001 0.001
H 4.262838 -0.709509 -3.826246 0.001 0.000 -0.001
H -3.296633 -0.129749 -0.792002 0.006 0.001 0.003
H 1.584919 5.584004 2.804339 0.001 0.001 -0.001
H -1.420575 -1.946196 3.138195 -0.001 0.000 0.001
```
Forces are in eV/Å.

Energy above the lowest of the compared OMol25 structures with the same formula, charge and spin = 0.00 kcal per mole
Charge = -1
Lowest unoccupied orbital energy (alpha / beta) = 2.5 / 1.7 eV
Expectation value of S² = 8.760
Spin multiplicity = 6

---

no.,calculated total energy (eV)
1,-33038.5205
2,-143144.7326
3,-388885.8597
4,-122482.0670